No. 1
Entry from the OMol25 dataset: 4 unconnected molecules or ions with the total composition C48H104N11O4P3 at a distorted geometry (the ωB97M-V functional and the def2-TZVPD basis).

Output
HOMO, hartree: -0.2802
HOMO-LUMO gap, eV: 6.896
SMILES string: CCCCCCCCCCCCc1cnc2ccc(CCCCCCCCCOC)cc2n1.CN(C)P(=O)(N(C)C)N(C)C.CN(C)P(=O)(N(C)C)N(C)C.CN(C)P(=O)(N(C)C)N(C)C

Structure (XYZ):
```
170
Properties=species:S:1:pos:R:3:forces:R:3:lowdin_charge:R:1
H -2.837 -3.421 -0.820 0.0 0.6 0.9 0.102
N 4.997 6.847 0.723 0.7 -0.7 0.2 -0.344
H -6.617 1.308 4.231 0.0 0.2 -0.1 0.063
H 2.663 -2.339 -4.450 0.5 -0.9 -0.1 0.113
C -5.808 -7.649 -1.888 1.0 0.3 -1.1 -0.011
C -7.463 -2.172 -1.081 0.8 -0.6 0.6 -0.146
H 8.957 0.053 3.090 -0.3 0.2 0.0 0.084
H -1.987 -5.671 -3.479 0.0 -0.2 -1.2 0.118
C 2.300 -6.024 -0.389 0.3 -1.0 0.8 -0.249
C 0.032 -4.784 0.159 -0.8 -1.4 0.5 -0.190
H 8.477 5.125 -0.454 0.0 0.0 0.1 0.063
H 0.271 -3.880 0.776 0.0 -0.6 -0.9 0.107
H 5.713 10.927 2.666 0.0 -0.1 -0.1 0.082
O 3.864 -0.715 -2.744 -1.0 -0.1 0.8 -0.218
H -7.142 3.237 4.074 -0.2 -0.2 0.1 0.050
H -1.385 -6.052 1.273 -0.1 0.8 -0.8 0.101
H -5.692 -0.879 0.774 0.9 -0.2 -0.7 0.087
H 6.646 7.992 2.788 0.2 0.0 0.0 0.089
H 2.664 -4.537 -5.889 -0.2 -0.3 1.0 0.096
H -4.446 -9.040 -3.022 -0.5 1.2 0.3 0.106
H -11.370 1.480 5.902 0.0 0.0 0.2 0.083
N 5.259 9.123 1.616 -0.1 -0.5 3.4 -0.274
O -10.076 1.210 2.099 -3.8 -0.5 2.0 -0.304
C 3.504 -1.917 -2.059 0.4 -1.2 0.6 -0.254
H -2.432 -5.022 -5.128 0.5 -0.7 0.6 0.104
O 7.317 3.712 1.325 -2.8 -0.9 -2.7 -0.311
H -3.984 -0.407 0.478 -0.7 -0.8 -0.3 0.110
H 4.978 9.657 3.670 0.2 0.2 0.0 0.082
H 2.229 0.147 -1.659 0.8 0.2 -0.7 0.090
H -6.237 -8.478 -1.265 0.4 1.1 -0.6 0.105
H 10.482 3.096 2.072 0.1 -0.1 0.1 0.089
P -9.660 1.451 3.548 7.6 1.6 -3.1 0.751
H 0.076 -4.602 -0.948 0.3 0.2 1.1 0.095
C 10.617 3.019 0.986 0.0 -0.6 -0.2 -0.143
H 4.305 6.858 -1.283 0.0 0.1 -0.1 0.087
H 10.189 1.971 -1.568 -0.2 0.2 0.2 0.070
H -7.826 -1.618 2.839 0.1 0.2 0.2 0.079
C -7.544 -4.766 -0.527 -0.1 -0.1 0.0 -0.070
H 1.301 -5.946 1.640 -0.3 0.1 -1.1 0.113
H 8.766 -0.456 1.413 0.0 -0.1 0.0 0.077
C -6.561 -1.081 -1.776 0.0 -0.4 0.1 -0.201
H -0.042 -6.957 -4.461 -0.7 0.4 -0.6 0.099
H -1.684 -3.589 2.065 -0.5 -0.5 -0.8 0.113
H 6.612 1.106 -1.658 0.1 -0.2 -0.2 0.079
H 2.390 -1.993 -1.869 1.0 0.3 -0.4 0.120
H 1.462 -5.799 -3.375 -0.1 0.7 -0.8 0.085
H 5.093 -3.202 -2.951 -1.0 0.0 0.4 0.111
C -6.944 0.791 3.326 0.0 0.4 0.5 -0.142
C 1.880 9.557 0.932 -0.4 -0.4 0.1 -0.153
H 2.900 10.132 -1.290 -0.2 -0.1 0.2 0.082
H -4.224 -2.520 1.829 -0.2 0.0 -1.1 0.109
N 3.092 8.924 0.415 -0.6 0.8 0.2 -0.308
N -9.102 3.066 3.253 -0.5 0.8 0.1 -0.308
C -3.082 -7.096 -4.773 0.2 -0.2 1.7 -0.153
H -4.474 -1.929 -1.884 -0.8 0.8 0.6 0.093
H 8.657 2.398 -2.353 0.1 -0.1 -0.1 0.088
H 4.247 -2.964 -5.092 -0.7 0.1 0.8 0.106
H 5.899 6.130 -1.041 -0.1 -0.2 0.3 0.073
H -2.146 -2.068 0.218 -0.8 -0.7 -0.1 0.112
H -7.802 4.703 3.449 -0.3 -0.1 -0.2 0.084
H -2.017 -5.652 -0.366 0.5 0.6 0.7 0.108
H 3.637 -4.142 -2.365 0.3 1.1 -0.2 0.090
H 10.962 2.017 0.723 -0.1 -0.1 0.2 0.062
H 0.467 -6.967 0.423 0.4 1.1 0.0 0.100
C 5.234 6.929 -0.704 0.2 0.6 0.0 -0.144
C -2.826 -2.963 0.211 -0.5 -0.7 0.8 -0.191
H -10.869 3.119 5.481 0.1 0.0 -0.2 0.062
H 3.685 -7.602 -1.143 -1.1 0.1 0.1 0.069
N -8.320 0.348 3.447 0.4 -1.2 0.2 -0.347
N -9.328 1.647 5.279 -3.1 -1.6 0.4 -0.273
C -8.515 -0.808 2.572 -0.3 0.1 -0.1 -0.154
N 8.032 1.496 1.878 -0.7 -0.6 0.3 -0.304
C -4.220 -6.880 -3.688 -1.0 1.4 0.1 -0.189
H 2.103 10.496 1.457 -0.1 0.1 -0.1 0.064
H -7.386 -2.061 0.044 -0.2 0.0 -1.1 0.086
C 1.011 -5.982 0.551 0.0 0.2 -1.1 -0.207
C -0.588 -6.226 -5.111 -0.1 1.2 0.0 -0.189
O 2.820 6.906 1.673 0.1 1.4 4.1 -0.306
C 2.584 -7.499 -0.916 0.6 0.4 -0.1 -0.127
H -8.276 -4.486 0.280 0.8 -0.3 -0.9 0.120
C 1.428 -4.870 -4.005 0.4 1.2 -1.0 -0.194
H 4.764 5.317 2.172 -0.1 0.0 -0.1 0.074
H -0.488 -4.043 -4.681 0.7 -0.9 -0.5 0.101
H 0.522 -4.528 -6.083 0.1 -0.3 1.0 0.102
H 6.314 0.240 1.951 0.0 -0.1 0.1 0.065
C 3.973 -3.188 -2.858 0.0 0.6 -1.2 -0.157
H -8.539 -2.008 -1.348 0.9 -0.3 0.2 0.121
H -0.633 -6.618 -6.166 0.1 0.3 1.0 0.111
C -4.689 -5.512 -3.516 -0.8 -2.3 1.3 0.029
H 2.044 -7.739 -1.871 0.2 0.2 1.0 0.060
H 5.765 7.849 -0.962 -0.2 0.1 -0.1 0.062
C -6.302 -6.250 -1.645 1.5 -2.0 -1.2 -0.213
H -9.731 4.846 2.295 0.1 -0.1 0.1 0.080
H 4.000 10.590 2.535 -0.1 -0.1 -0.1 0.061
H 6.666 0.111 -0.202 0.1 0.1 0.1 0.062
H -10.657 4.433 3.750 0.0 0.2 0.0 0.065
C -5.041 -1.100 -1.364 0.5 0.3 -0.1 -0.210
C 9.180 1.626 -1.784 0.5 0.1 -0.2 -0.125
C 3.196 0.422 -2.165 0.1 0.7 0.0 -0.110
C -8.965 0.446 6.057 0.4 -0.4 0.2 -0.128
H -9.522 -1.212 2.675 0.0 0.1 -0.1 0.072
H 2.345 -8.271 -0.135 0.1 0.8 -0.7 0.072
H -4.573 -0.146 -1.757 -0.6 -1.0 0.3 0.108
H -9.668 -0.374 5.891 0.1 0.0 0.1 0.088
H -6.652 -1.246 -2.891 0.1 0.5 1.2 0.111
H 10.225 5.209 -0.377 0.1 -0.2 0.0 0.078
H -6.260 -0.057 3.239 -0.2 -0.2 -0.1 0.074
H 1.349 8.905 1.628 0.2 -0.1 -0.1 0.069
C -8.074 3.788 3.984 0.1 0.0 0.6 -0.138
C 4.975 10.122 2.679 -0.3 0.6 -0.2 -0.142
H -4.299 -4.663 -4.135 -0.5 -1.0 0.8 0.112
H 3.200 -5.749 0.236 -0.9 0.0 -0.8 0.103
C 4.884 5.431 1.095 -0.1 0.0 -0.1 -0.152
C 7.264 0.484 -1.035 -0.2 -0.6 0.3 -0.137
H 4.004 -1.924 -1.046 -0.5 0.0 -0.7 0.124
H 10.012 0.705 1.891 -0.1 0.1 -0.2 0.049
C -10.148 4.014 2.872 -0.2 -0.1 -0.5 -0.150
C -4.297 -2.579 0.699 0.9 0.7 0.4 -0.211
H 4.131 10.698 -0.162 0.0 0.1 0.0 0.075
P 7.894 2.554 0.512 6.6 0.2 5.2 0.775
H -2.527 -8.057 -4.546 -0.8 0.9 -0.2 0.113
H 11.449 3.671 0.707 -0.2 0.2 -0.1 0.080
P 3.940 7.937 1.565 0.1 -1.9 -8.3 0.751
H 9.313 0.752 -2.430 -0.4 -0.1 0.2 0.084
H 4.033 4.948 0.594 -0.1 0.0 0.1 0.079
H -3.499 -7.188 -5.808 0.4 0.3 0.9 0.117
C -4.765 -1.166 0.188 -0.4 -0.3 0.2 -0.207
N -6.099 -3.849 -2.353 -1.6 -1.7 2.1 0.149
H 7.049 8.089 1.064 -0.3 -0.1 0.1 0.067
H 6.030 1.911 2.451 0.2 0.0 -0.1 0.071
C 3.415 -3.170 -4.364 0.2 -0.9 0.4 -0.193
H 1.299 -4.003 -3.286 0.0 -1.0 -0.6 0.094
C -5.729 -5.188 -2.482 0.8 -0.6 -0.7 -0.174
C 8.980 0.409 2.055 0.2 -0.4 -0.4 -0.138
H 4.411 9.304 -1.214 0.1 -0.1 0.3 0.049
H 3.824 0.961 -1.390 -0.4 -0.7 -0.7 0.084
C -7.005 -3.653 -1.363 0.4 -0.2 -0.7 -0.214
C 6.623 8.633 1.903 0.5 -0.2 -0.2 -0.127
C 3.672 9.797 -0.590 0.4 0.3 0.1 -0.142
H -7.959 0.097 5.831 -0.2 0.1 -0.3 0.070
H 9.278 5.309 1.120 -0.1 0.1 -0.1 0.081
H -6.792 1.435 2.452 0.1 0.1 0.0 0.090
C 0.229 -4.840 -5.047 -0.9 -0.4 0.8 -0.189
H -8.346 -0.551 1.518 -0.1 -0.1 0.0 0.065
C -2.277 -4.061 1.232 -0.5 -0.6 -1.2 -0.218
H -6.970 -0.065 -1.489 0.3 -1.1 -0.5 0.116
H 7.571 -0.390 -1.611 0.1 0.1 0.0 0.086
H 2.232 -5.322 -1.263 -0.1 -0.6 1.0 0.057
C 2.793 -4.578 -4.775 0.3 0.3 0.5 -0.204
H -3.181 -4.555 1.689 0.8 0.5 -0.3 0.101
N 9.411 3.364 0.259 0.6 0.8 -0.7 -0.349
C 9.340 4.823 0.138 -0.3 0.0 0.1 -0.144
C -2.039 -5.919 -4.580 0.0 -0.6 -0.5 -0.237
C -1.463 -5.216 0.512 0.5 0.3 1.4 -0.216
C -4.802 -7.987 -2.868 -1.0 2.5 0.6 -0.030
H -8.950 0.674 7.128 -0.3 0.3 -0.1 0.082
H 3.516 -5.423 -4.572 -0.5 1.0 -0.2 0.109
H 7.304 9.474 2.069 -0.4 0.2 0.1 0.081
H 1.181 9.782 0.121 0.1 0.0 0.0 0.079
N -7.246 -6.083 -0.640 1.0 3.4 -1.5 0.107
H 5.796 4.887 0.823 -0.3 0.5 0.0 0.026
C -10.538 2.190 5.948 0.0 0.7 0.1 -0.139
C 6.757 1.098 2.474 -0.3 0.4 0.2 -0.145
H -5.022 -3.416 0.491 0.7 0.8 -0.1 0.103
H -10.334 2.424 6.995 0.1 -0.1 -0.1 0.083
H -8.394 4.087 4.991 0.0 0.0 0.0 0.076
H -10.906 3.547 2.241 0.1 -0.1 0.1 0.070
H 6.886 0.823 3.525 0.1 0.0 -0.1 0.081
N 8.443 1.253 -0.559 -2.5 1.2 -2.1 -0.267
H 3.008 1.146 -3.003 0.1 -0.7 0.8 0.095
```
Forces are in eV/Å.

---

No. 2
Entry from the OMol25 dataset: 6 unconnected molecules or ions with the total composition C48H106N6O8 at a distorted geometry (the ωB97M-V functional and the def2-TZVPD basis).

Output
Multiplicity: 2
HOMO (alpha / beta), hartree: -0.3469 / -0.3469
Charge: +1
HOMO-LUMO gap (alpha / beta), eV: 6.604 / 2.767

Structure (XYZ):
```
168
Properties=species:S:1:pos:R:3:forces:R:3:lowdin_spin:R:1
H 4.907 3.480 0.571 -0.4 0.3 0.6 0.000
H -0.264 3.798 2.483 0.5 -0.4 0.3 0.000
O 0.393 -3.435 -4.500 1.6 0.4 0.3 0.000
C 3.386 -8.335 -1.197 0.1 0.7 -1.0 0.000
C 1.800 0.699 -4.151 1.3 1.5 -1.2 0.000
H -3.902 -1.610 6.655 -0.3 -0.6 0.5 0.001
H -4.808 7.112 4.620 -0.4 0.1 0.4 0.000
H 3.248 -8.003 -2.226 -0.4 -0.4 -0.3 0.000
H 0.872 -12.284 -2.665 0.8 0.2 -1.2 0.000
H 1.895 -4.676 0.180 0.3 -0.5 0.0 0.000
N -4.232 -0.796 4.016 -1.2 0.8 1.1 0.655
H -1.746 5.843 1.050 0.1 -0.2 0.2 0.000
N 1.493 -0.727 -0.433 2.3 -0.9 1.0 0.000
C 3.067 -2.372 0.732 -0.1 1.7 0.2 0.000
H 6.484 4.967 -2.074 0.4 -0.3 -0.3 0.000
C -2.462 -0.684 2.340 0.5 1.8 -0.2 0.017
H -2.884 10.773 1.887 0.2 -0.3 0.6 0.000
C 1.039 -8.019 -0.391 0.0 -1.1 -0.8 0.000
C 1.172 -2.861 -3.420 -2.5 -0.4 0.2 0.000
H 2.150 -10.208 1.330 -1.0 0.4 0.1 0.000
H -1.810 -0.694 3.213 -0.2 -0.1 0.2 0.000
C -4.897 -0.574 1.616 0.2 0.5 -1.1 0.035
H -2.080 6.572 4.573 0.5 0.0 -0.4 0.000
H -4.243 5.042 1.747 0.3 0.0 0.2 0.000
C -4.963 -3.378 3.126 -1.0 -0.3 1.0 0.000
H 0.419 -2.441 -2.752 -0.3 0.0 0.6 0.000
C -0.907 8.627 2.208 1.9 -1.7 0.6 0.000
O 1.994 -2.989 1.286 -2.7 -0.9 1.0 0.000
H -5.189 0.451 1.843 0.0 -0.1 0.0 0.000
H -5.500 5.873 3.658 0.3 -0.3 -0.2 0.000
O 3.576 0.008 -5.842 -0.7 -1.0 -1.0 0.000
H 4.780 0.973 -7.259 0.5 -0.2 0.2 0.000
H -4.004 -3.470 5.065 0.2 0.4 0.1 0.000
C 4.685 4.144 -1.392 -1.2 -1.9 -1.7 0.000
H -0.107 0.294 1.735 0.0 -1.1 -0.6 0.000
H 5.150 6.802 -1.916 0.2 0.6 -0.6 0.000
C 2.640 1.025 -5.462 1.0 -1.2 1.2 0.000
H 3.248 7.221 0.431 -0.2 0.1 0.3 0.000
N 1.700 -10.239 -1.279 -1.5 2.5 0.8 0.000
H -7.436 -1.773 4.844 0.4 -0.2 0.3 0.006
H 0.640 -0.661 -5.008 -0.1 -0.5 0.0 0.000
C 1.005 -10.057 -2.569 -2.3 -0.7 -1.0 0.000
O 0.353 2.155 1.321 -1.3 2.2 0.9 0.000
H -2.883 -3.073 2.892 0.2 0.2 0.0 0.000
H 2.585 -0.266 1.358 -0.6 -0.6 0.8 0.000
C 0.333 -7.806 -1.750 1.1 2.4 1.1 0.000
H -1.890 -1.214 1.579 -0.6 -0.5 -0.1 0.002
H -1.110 2.236 2.832 -0.1 0.1 0.2 0.000
H 4.294 -8.937 -1.206 0.1 0.2 0.4 0.000
H -1.530 7.810 -0.120 0.0 0.4 -0.2 0.000
H -4.565 6.629 1.043 -1.1 0.0 0.7 0.000
H -0.921 -9.420 -1.752 -0.1 -0.5 -0.3 0.000
N 4.103 5.471 -1.359 -0.7 -0.9 3.0 0.000
H -4.080 9.160 3.939 0.0 0.7 0.7 0.000
C -6.666 -1.029 4.639 0.6 0.0 -1.0 0.052
H -5.687 -3.746 5.216 -0.4 0.5 -0.1 -0.001
C -3.613 6.750 2.980 1.0 -0.4 -0.9 0.000
H 2.113 5.856 -2.875 -0.9 0.7 -0.3 0.000
H 3.357 1.824 -5.275 -1.0 1.2 0.0 0.000
O -4.209 0.568 4.319 -0.2 -1.6 -1.8 0.115
H 0.911 -1.543 -0.558 0.5 -0.1 0.4 0.000
C -4.974 6.825 3.582 -0.9 -0.5 2.9 0.000
C 2.558 7.048 -0.394 0.6 2.3 0.3 0.000
H -3.855 -3.014 1.434 0.4 0.7 -0.3 -0.001
H -0.623 7.592 2.402 0.1 -0.5 0.1 0.000
H 1.708 -3.601 -2.826 0.4 -0.4 -0.4 0.000
H -5.742 -1.589 7.059 0.3 -0.7 -0.3 0.000
H 1.907 1.167 -6.256 0.2 0.4 -0.2 0.000
C 0.682 0.453 -0.435 -1.1 -1.7 0.0 0.000
C -3.807 -2.679 2.470 -0.6 -1.0 0.6 0.001
H -6.826 -0.749 3.598 0.2 -0.2 -0.2 0.000
H -6.893 -0.114 5.186 0.4 -0.2 0.3 0.003
H 6.793 3.344 -1.384 -0.4 0.0 0.0 0.000
H 2.690 -1.606 -3.018 -0.1 1.1 0.1 0.000
H 2.763 7.843 -1.110 0.4 -0.2 -0.5 0.000
H -1.535 3.342 1.492 -0.1 -0.7 -0.8 0.000
C -0.718 2.901 2.063 1.8 -0.8 -0.6 0.000
H 2.224 -8.785 -3.892 0.4 -0.3 -0.3 0.000
C -3.864 6.060 1.653 1.4 1.0 -2.3 0.000
H 1.536 7.319 -0.127 -0.1 -0.5 0.5 0.000
H -4.918 -0.239 6.420 0.0 0.3 0.7 0.000
H 4.785 2.524 -2.815 0.0 -0.2 -0.1 0.000
H 2.085 2.894 -0.638 0.2 -0.3 0.0 0.000
H 1.149 -4.716 1.814 -0.7 0.1 -0.5 0.000
C 2.663 -0.912 0.483 0.1 1.0 -1.1 0.000
H 3.409 0.293 -8.019 -1.4 0.8 0.6 0.000
N 1.099 -0.549 -4.115 0.1 0.5 0.6 0.000
C 1.635 5.501 -1.962 1.4 -1.8 -0.7 0.000
C 1.961 -1.681 -3.825 0.6 -1.2 -1.3 0.000
C 2.706 3.284 0.169 1.0 1.4 -0.9 0.000
H 1.571 4.427 -2.134 -0.5 -0.2 -0.2 0.000
C -4.966 -3.128 4.682 -0.1 0.6 -2.4 0.001
H 1.045 1.302 -1.014 0.2 0.0 0.3 0.000
C -0.076 0.897 0.828 -0.3 1.8 -0.1 0.000
H -0.085 -0.049 -1.025 -0.7 1.2 -0.5 0.000
H -3.545 10.029 0.513 -0.5 -0.6 0.2 0.000
H 2.529 -1.978 -4.707 0.4 0.1 -0.1 0.000
H -0.546 -8.740 -3.366 -0.2 -0.4 -0.1 0.000
C -2.475 7.749 0.420 0.6 -2.0 -0.1 0.000
H 0.643 5.834 -1.657 0.3 0.5 -0.3 0.000
H 2.817 -8.565 1.563 -0.4 0.2 -0.2 0.000
C 2.208 -9.030 -0.530 -0.2 0.3 -0.2 0.000
H 1.464 -7.119 0.052 -0.2 0.2 -0.2 0.000
H -0.652 9.091 3.160 -1.1 0.4 0.1 0.000
H 3.162 3.210 -2.785 -0.1 -0.1 0.7 0.000
H -5.727 7.514 3.198 0.6 0.2 -0.6 0.000
H 3.510 -7.358 -0.731 0.6 -0.2 0.6 0.000
H 0.999 -7.277 -2.433 0.3 0.2 0.0 0.000
C 4.073 0.148 -7.167 -0.1 -0.3 -0.5 0.000
C -2.515 5.918 3.817 -2.1 0.4 0.0 0.000
H -4.998 -4.426 2.830 0.3 -0.1 0.4 0.000
H 2.331 0.881 -3.217 0.5 -0.5 -0.1 0.000
C -2.681 6.259 0.674 0.5 -0.8 0.7 0.000
O 4.514 6.288 -2.419 -0.3 -0.1 0.2 0.000
H -3.038 5.156 4.394 -0.3 -0.1 0.1 0.000
C -2.665 9.994 1.156 -1.4 1.4 0.0 0.000
C -5.178 -1.575 4.915 -1.1 -1.8 0.5 0.045
H 2.713 5.171 1.251 0.8 0.1 0.0 0.000
H 3.215 -10.594 -2.219 0.8 -0.2 -0.2 0.000
H -3.264 7.998 -0.289 -0.1 0.8 0.4 0.000
H 3.778 -2.456 1.554 1.4 0.4 -0.9 0.000
H -2.499 0.339 1.965 0.1 0.1 0.2 0.000
H 4.407 -0.809 -7.567 1.1 -0.1 1.0 0.000
H -1.221 -3.854 -3.341 -0.3 -0.2 0.2 0.000
C 4.220 3.447 -2.683 0.6 -0.2 -1.1 0.000
H -2.849 5.780 -0.291 -0.2 -0.2 0.0 0.000
H 3.296 -2.833 -0.229 0.7 -0.1 0.0 0.000
H -5.754 -1.159 1.282 -0.3 -0.3 1.1 0.001
H -0.392 -11.378 -3.640 0.2 -0.2 0.0 0.000
C 1.999 -4.376 1.223 -1.1 -0.5 0.7 0.000
H 1.624 -10.196 -4.834 -1.5 0.5 0.1 0.000
H 1.167 1.584 -4.205 -0.9 -0.2 0.2 0.000
H -5.873 -2.993 2.667 -0.3 0.2 0.3 0.000
H 3.529 -0.423 0.037 0.3 -0.1 -0.6 0.000
H 4.618 2.197 -0.437 -0.4 -0.1 -0.6 0.000
H -0.065 8.948 1.595 -0.6 0.4 -0.9 0.000
C -4.921 -1.329 6.391 0.9 2.3 -0.7 0.011
H 3.665 -9.918 0.947 0.6 0.4 -0.9 0.000
H -1.084 -4.712 -4.918 -0.3 0.2 0.1 0.000
H -0.122 -5.255 -3.601 0.3 0.0 0.4 0.000
H -0.488 -7.105 -1.601 -0.2 0.1 0.0 0.000
H -1.997 10.516 0.471 1.1 -0.7 0.2 0.000
H -0.295 -11.652 -1.871 -0.8 0.9 0.1 0.000
C 6.190 4.249 -1.309 0.2 1.6 -0.3 0.000
H -1.837 5.343 3.186 0.3 0.7 0.0 0.000
O -3.156 8.907 3.890 -0.1 0.1 0.6 0.000
C 2.718 5.661 -0.891 -1.8 0.4 0.3 0.000
H -3.587 0.743 5.029 0.4 -0.2 0.6 0.014
H -1.065 1.127 0.431 -0.6 -0.6 0.2 0.000
C -0.136 -9.027 -2.398 0.3 -0.7 -0.1 0.000
C 2.712 -9.397 0.867 0.1 -1.6 0.7 0.000
H 1.225 4.977 0.613 -0.4 -0.4 -0.9 0.000
H 6.371 4.801 -0.387 0.4 -0.3 0.3 0.000
H 0.306 -8.427 0.305 0.0 -0.1 0.2 0.000
H 2.678 -10.583 -3.777 0.9 0.6 0.3 0.000
H -4.373 -0.569 0.660 0.4 0.5 0.0 0.004
C -0.549 -4.354 -4.039 -0.2 -0.1 -0.6 0.000
N -3.243 8.148 2.744 -0.3 -0.8 -2.7 0.000
H 2.746 -4.912 1.809 1.2 0.3 -0.5 0.000
H 4.400 4.053 -3.571 0.4 0.2 0.0 0.000
C 2.263 4.801 0.330 2.3 -1.5 0.4 0.000
O 2.719 -11.059 -1.541 2.4 -2.1 0.4 0.000
C -2.329 8.574 1.688 0.1 2.6 -0.6 0.000
H 2.482 2.712 1.069 0.3 0.1 -0.2 0.000
C 4.257 3.211 -0.263 -1.4 1.0 1.8 0.000
C 1.898 -9.824 -3.847 0.2 -0.3 1.1 0.000
C -3.879 -1.157 2.596 0.4 -1.2 0.1 0.038
C 0.263 -11.386 -2.769 0.0 -1.0 0.9 0.000
```
Forces are in eV/Å.

---

Going through the records in order, we get ΔE to the lowest compared entry with this formula, charge and spin values of 0.0; 0.0 kcal per mole.
Going through the records in order, we get E values of -3818.26333; -2822.12399 Ha.